No. 1
ORCA calculation (the ωB97M-V functional and the def2-TZVPD basis) on a cluster of 2 separate species, C2H5NO3 in total in a non-equilibrium geometry.

- E (eV) = -9786.1533
- HOMO-LUMO gap (eV) = 9.92
- HOMO level (eV) = -9.53
- SMILES = C=NC(=O)O.O
- 2S+1 = 1
- energy relative to the best compared isomer or geometry (same formula, charge and spin) (kcal per mole) = 46.95

Atoms and positions in Å:
1 C 0.9788 1.8574 0.1296
2 N 1.5819 0.8123 0.1519
3 C 1.2754 -0.5473 0.1966
4 O 1.2241 -1.1476 1.2316
5 O 1.3460 -0.9974 -1.0267
6 H 1.4803 2.8556 -0.0947
7 H -0.0967 1.8507 -0.1874
8 H 1.0854 -1.8668 -1.2200
9 O -1.3508 -0.9677 0.0932
10 H -1.9740 -0.3917 0.6471
11 H -1.6724 -1.5342 -0.6173

No. 2
ORCA calculation (the ωB97M-V functional and the def2-TZVPD basis) on a cluster of 2 separate species, C2H8S2 in total in a non-equilibrium geometry.

- E (eV) = -23873.4979
- HOMO-LUMO gap (eV) = 9.32
- HOMO level (eV) = -8.47
- SMILES = CSC.S
- 2S+1 = 1
- energy relative to the best compared isomer or geometry (same formula, charge and spin) (kcal per mole) = 14.97

Atoms and positions in Å:
1 C 1.0175 -1.8384 0.2675
2 S 1.4385 -0.0757 -0.0006
3 C 1.8690 -0.1910 -1.7282
4 H 0.4259 -1.7813 1.1924
5 H 1.6575 -2.7196 0.4327
6 H 0.4269 -2.1449 -0.5930
7 H 0.9713 -0.3873 -2.3372
8 H 2.2838 0.7322 -2.1345
9 H 2.5732 -1.0137 -1.8349
10 S -2.7519 1.0211 0.8085
11 H -1.8095 1.8022 1.2812
12 H -3.3840 1.8873 -0.0069

No. 3
ORCA calculation (the ωB97M-V functional and the def2-TZVPD basis) on a structure of composition C30H39AsPtS2Si2Te2.

- E (eV) = -147843.8547
- HOMO-LUMO gap (eV) = 6.64
- HOMO level (eV) = -6.53
- 2S+1 = 1
- energy relative to the best compared isomer or geometry (same formula, charge and spin) (kcal per mole) = 0.00

Atoms and positions in Å:
1 Pt 0.1423 -0.2845 0.1779
2 S -0.2628 -0.2170 -2.1017
3 C 0.8325 -1.3764 -2.8641
4 C 0.6456 -1.6579 -4.2230
5 C 1.4678 -2.5587 -4.8730
6 C 2.5049 -3.2012 -4.2005
7 C 2.7115 -2.9220 -2.8618
8 C 1.8735 -2.0277 -2.2042
9 As 2.1238 -1.4352 -0.4040
10 C 2.6796 -2.9544 0.6419
11 C 3.4158 -2.7600 1.8078
12 C 3.6932 -3.8315 2.6439
13 C 3.2274 -5.0990 2.3232
14 C 2.4844 -5.2936 1.1672
15 C 2.2065 -4.2239 0.3279
16 C 3.6966 -0.3218 -0.5444
17 C 3.5047 1.0088 -0.9009
18 C 4.6001 1.8326 -1.1150
19 C 5.8856 1.3314 -0.9691
20 C 6.0783 0.0016 -0.6205
21 C 4.9856 -0.8285 -0.4143
22 H -0.1557 -1.1640 -4.7581
23 H 1.2993 -2.7668 -5.9223
24 H 3.1419 -3.9053 -4.7185
25 H 3.5224 -3.4003 -2.3231
26 H 3.7824 -1.7709 2.0615
27 H 4.2699 -3.6758 3.5465
28 H 3.4418 -5.9352 2.9757
29 H 2.1177 -6.2807 0.9173
30 H 1.6207 -4.3779 -0.5706
31 H 2.4993 1.3965 -1.0119
32 H 4.4465 2.8677 -1.3918
33 H 6.7395 1.9763 -1.1314
34 H 7.0807 -0.3928 -0.5149
35 H 5.1424 -1.8687 -0.1565
36 Te -2.0291 1.1432 0.5444
37 C -1.6253 2.8197 -0.6663
38 C -0.6033 3.1094 -1.5216
39 C -0.7047 4.4103 -2.0941
40 C -1.7975 5.0926 -1.6622
41 S -2.7091 4.1526 -0.5555
42 H 0.1821 2.4074 -1.7574
43 H 0.0065 4.8118 -2.8025
44 H -2.1160 6.0848 -1.9379
45 C 2.2469 3.6359 4.4239
46 Si 1.0875 2.6908 3.2906
47 C 1.4424 3.1220 1.5160
48 C -0.6804 3.0925 3.7380
49 C 1.4863 0.8713 3.6532
50 Te 0.4599 -0.7438 2.7022
51 C -1.4004 -0.4495 3.6901
52 Si -1.5176 -1.3249 5.3543
53 C -3.1449 -0.8328 6.1330
54 C -0.1016 -0.8317 6.4778
55 C -1.4617 -3.1690 5.0486
56 H 2.1113 4.7131 4.3014
57 H 3.2914 3.4062 4.2011
58 H 2.0654 3.3965 5.4742
59 H 1.1254 4.1450 1.2984
60 H 0.8886 2.4581 0.8480
61 H 2.5065 3.0388 1.2862
62 H -0.8236 4.1757 3.7209
63 H -0.9392 2.7411 4.7403
64 H -1.3759 2.6609 3.0143
65 H 1.3408 0.6739 4.7184
66 H 2.5449 0.6811 3.4527
67 H -2.1632 -0.8673 3.0275
68 H -1.5788 0.6229 3.7436
69 H -3.1843 0.2435 6.3141
70 H -3.2921 -1.3390 7.0896
71 H -3.9844 -1.0918 5.4845
72 H -0.0902 0.2438 6.6696
73 H 0.8673 -1.1183 6.0617
74 H -0.2044 -1.3361 7.4416
75 H -2.3109 -3.4915 4.4420
76 H -1.4952 -3.7218 5.9899
77 H -0.5466 -3.4577 4.5263

No. 4
ORCA calculation (the ωB97M-V functional and the def2-TZVPD basis) on a cluster of 7 separate species, C15H46BN7O9 in total in a non-equilibrium geometry.

- E (eV) = -45824.0618
- HOMO-LUMO gap (spin up / spin down) (eV) = 0.88 / 2.25
- HOMO level (spin up / spin down) (eV) = 4.38 / 2.88
- charge = -3
- 2S+1 = 2

Atoms and positions in Å:
1 N -0.0310 -1.8454 -1.6776
2 H 0.9043 -2.2255 -1.6492
3 H -0.0790 -1.1368 -2.3957
4 H -0.2884 -1.4270 -0.7951
5 H -0.6335 -2.6176 -1.9241
6 B -1.3565 -4.2465 -2.1146
7 H -0.7853 -3.7949 -2.9108
8 H -0.7242 -4.7000 -1.3670
9 H -1.8511 -3.4952 -1.5187
10 H -2.0390 -4.9688 -2.5350
11 C -1.3593 -0.8544 1.2110
12 O -1.3526 -2.0676 1.2367
13 O -0.8513 -0.1002 0.3517
14 O -1.8207 -0.1858 2.1464
15 C 3.2826 -1.9802 -3.9182
16 O 2.4005 -1.0464 -3.3111
17 C 2.3761 0.2567 -3.9136
18 C 1.2467 1.0610 -3.1896
19 N -0.0936 0.5785 -3.6267
20 C -1.1376 1.1217 -2.8903
21 C -2.4357 0.8734 -3.6560
22 O -2.3035 1.6058 -4.8578
23 C -3.5358 2.2600 -5.3525
24 H 3.7362 -2.6383 -3.1770
25 H 4.0923 -1.6294 -4.5580
26 H 2.6726 -2.5902 -4.5845
27 H 2.1023 0.3383 -4.9654
28 H 3.3476 0.7507 -3.9248
29 H 1.3144 2.1046 -3.4969
30 H 1.1551 0.9070 -2.1145
31 H -0.3896 1.0616 -4.4628
32 H -0.9809 2.1923 -2.7586
33 H -1.1639 0.6161 -1.9250
34 H -3.2816 1.0782 -2.9999
35 H -2.5755 -0.1662 -3.9523
36 H -3.4741 2.6359 -6.3738
37 H -3.8400 3.1114 -4.7437
38 H -4.3417 1.5311 -5.4385
39 C 1.9111 0.8957 1.4735
40 O 0.8438 1.1659 2.3402
41 C 1.1731 1.8445 3.6206
42 C -0.1023 1.9002 4.3741
43 N -1.0597 2.7782 3.5802
44 C -2.4198 2.6803 4.0415
45 C -3.1581 3.9959 3.8203
46 O -2.4950 5.1223 4.3985
47 C -3.3124 6.1449 4.9408
48 H 2.8811 0.7990 1.9612
49 H 2.1023 1.7007 0.7639
50 H 1.6444 0.0992 0.7788
51 H 1.3818 2.9072 3.4976
52 H 1.8655 1.3186 4.2780
53 H -0.1066 2.4906 5.2903
54 H -0.3235 0.8495 4.5621
55 H -0.8113 3.7378 3.7740
56 H -2.5309 2.2618 5.0418
57 H -3.0227 1.9717 3.4737
58 H -4.1934 3.8684 4.1365
59 H -3.3285 4.1756 2.7588
60 H -2.8472 7.1208 5.0797
61 H -3.7041 5.7023 5.8566
62 H -4.1837 6.4308 4.3516
63 C 3.3418 -3.8246 -0.8505
64 O 2.7078 -2.8048 -0.9647
65 N 4.5997 -3.8627 -0.5756
66 N 2.7197 -4.9725 -0.7118
67 H 5.0636 -2.9655 -0.5747
68 H 5.1631 -4.7009 -0.5681
69 H 3.3263 -5.7721 -0.5986
70 H 1.7166 -5.0074 -0.8245
71 C 1.5115 -2.4408 3.6000
72 O 2.2770 -2.6207 4.5230
73 N 0.1889 -2.2045 3.7534
74 N 1.8320 -2.4726 2.3913
75 H -0.2220 -1.9113 4.6282
76 H -0.2663 -2.2146 2.8518
77 H 2.7935 -2.2434 2.1838
78 H 1.1372 -2.3110 1.6763

No. 5
ORCA calculation (the ωB97M-V functional and the def2-TZVPD basis) on the ion C5H8NO with charge +1 in a non-equilibrium geometry.

- E (eV) = -8839.5646
- HOMO-LUMO gap (spin up / spin down) (eV) = 7.71 / 8.95
- HOMO level (spin up / spin down) (eV) = -12.18 / -13.00
- charge = +1
- 2S+1 = 1
- energy relative to the best compared isomer or geometry (same formula, charge and spin) (kcal per mole) = 119.82

Atoms and positions in Å:
1 C 1.1562 -0.3997 0.9188
2 C 0.5566 -1.3169 -0.1667
3 C 0.6300 0.3452 -0.3036
4 C -0.8943 -1.6947 -0.0559
5 C -1.8768 0.7050 0.0365
6 N -0.5151 1.3208 -0.0832
7 O -1.8120 -0.6637 0.0318
8 H 0.6105 -0.2587 1.8632
9 H 2.2890 -0.4057 1.0679
10 H 1.1955 -1.9703 -0.7555
11 H 1.5305 0.6839 -0.8471
12 H -1.5361 -2.5859 -0.0473
13 H -2.6032 1.1713 -0.5113
14 H -0.4184 2.0921 0.6194
15 H -0.4284 1.9088 -1.0448

No. 6
ORCA calculation (the ωB97M-V functional and the def2-TZVPD basis) on a structure of composition C23H21Cl3MgN3O2Si.

- E (eV) = -83658.3186
- HOMO-LUMO gap (eV) = 8.27
- HOMO level (eV) = -5.60
- charge = -1
- 2S+1 = 1
- energy relative to the best compared isomer or geometry (same formula, charge and spin) (kcal per mole) = 0.00

Atoms and positions in Å:
1 Mg 0.0375 -0.0130 -0.2452
2 C 1.9040 -0.4779 2.9919
3 C 3.0147 -0.8291 2.0426
4 C 4.0275 -1.6923 2.4455
5 C 5.0785 -1.9997 1.5975
6 C 5.1188 -1.4381 0.3312
7 C 4.1221 -0.5729 -0.1027
8 C 4.1686 0.0160 -1.4825
9 C 3.0669 -0.2687 0.7635
10 N 2.0040 0.5748 0.3442
11 C 2.3157 1.8684 0.1752
12 O 3.3907 2.4434 0.3493
13 C 1.1209 2.7147 -0.2490
14 C 1.1485 4.0909 -0.3992
15 C -0.0468 4.7306 -0.7054
16 C -1.2289 4.0088 -0.8249
17 C -1.1645 2.6365 -0.6602
18 N -0.0070 2.0424 -0.4142
19 C -2.3686 1.7004 -0.6635
20 O -3.4809 2.1894 -0.8614
21 N -2.0328 0.4269 -0.4196
22 C -3.1190 -0.4872 -0.3608
23 C -3.6931 -0.9927 -1.5292
24 C -3.2547 -0.5151 -2.8848
25 C -4.7215 -1.9249 -1.4209
26 C -5.1794 -2.3444 -0.1852
27 C -4.6062 -1.8287 0.9683
28 C -3.5760 -0.9022 0.8942
29 C -2.9527 -0.3437 2.1414
30 H 1.9193 -1.1395 3.8585
31 H 0.9190 -0.5614 2.5284
32 H 2.0010 0.5525 3.3426
33 H 3.9818 -2.1317 3.4357
34 H 5.8588 -2.6786 1.9184
35 H 5.9302 -1.6812 -0.3448
36 H 4.9533 -0.4550 -2.0746
37 H 4.3511 1.0907 -1.4392
38 H 3.2186 -0.1398 -1.9982
39 H 2.0827 4.6146 -0.2622
40 H -0.0604 5.8065 -0.8311
41 H -2.1854 4.4693 -1.0230
42 H -2.2502 -0.0976 -2.8543
43 H -3.9243 0.2713 -3.2414
44 H -3.2641 -1.3311 -3.6072
45 H -5.1607 -2.3260 -2.3276
46 H -5.9768 -3.0746 -0.1176
47 H -4.9548 -2.1528 1.9422
48 H -3.3652 -0.8284 3.0268
49 H -3.1263 0.7313 2.2217
50 H -1.8698 -0.4917 2.1471
51 Cl 2.2936 -3.2036 -1.8249
52 Si 0.4726 -2.1341 -1.8102
53 Cl -0.1078 -2.3719 0.3977
54 Cl -0.8227 -3.5496 -2.6989

No. 7
ORCA calculation (the ωB97M-V functional and the def2-TZVPD basis) on a structure of composition C2H10BCl2CoO2 in a non-equilibrium geometry.

- E (eV) = -69681.2030
- HOMO-LUMO gap (spin up / spin down) (eV) = 7.86 / 7.79
- HOMO level (spin up / spin down) (eV) = -5.17 / -5.11
- charge = -1
- 2S+1 = 4
- energy relative to the best compared isomer or geometry (same formula, charge and spin) (kcal per mole) = 13.01

Atoms and positions in Å:
1 Co -19.9322 1.0419 20.5022
2 B -21.5226 -0.2561 21.4874
3 H -20.8018 0.2733 22.2512
4 H -20.8693 -0.8580 20.7191
5 H -22.2278 -0.9266 22.1197
6 H -22.0273 0.5992 20.8746
7 Cl -20.2615 3.2464 21.4948
8 Cl -20.7343 0.7468 18.2623
9 C -17.4619 1.0511 21.7566
10 C -16.9590 1.5349 20.4049
11 O -18.0987 1.8794 19.6180
12 O -18.4418 0.0231 21.5088
13 H -17.9313 1.8929 22.2752
14 H -16.5963 0.7221 22.3364
15 H -16.3927 0.7014 19.9706
16 H -16.2840 2.3872 20.5162
17 H -17.7355 2.1833 18.7813
18 H -18.1877 -0.6614 22.1319

No. 8
ORCA calculation (the ωB97M-V functional and the def2-TZVPD basis) on a structure of composition C26H28BrN3O7S2SiW.

- E (eV) = -147620.1289
- HOMO-LUMO gap (eV) = 6.33
- HOMO level (eV) = -13.15
- charge = +2
- 2S+1 = 1
- energy relative to the best compared isomer or geometry (same formula, charge and spin) (kcal per mole) = 84.60

Atoms and positions in Å:
1 W -0.6899 0.1980 1.5575
2 Br -2.9755 5.0792 -3.5184
3 C -3.3351 5.6080 -1.7407
4 C -2.3141 6.1464 -0.9723
5 C -2.5594 6.4810 0.3504
6 C -3.8266 6.2857 0.8835
7 C -4.8691 5.8461 0.0810
8 C -4.6185 5.4773 -1.2323
9 N -4.1182 6.6153 2.2567
10 N -3.5051 6.0556 3.1741
11 C -2.5666 5.0041 2.8752
12 C -1.2240 5.2114 3.0390
13 C -0.2779 4.2208 2.6929
14 C -0.7309 3.0121 2.2515
15 O 0.0230 1.9887 1.7662
16 C -2.0996 2.7474 2.1974
17 N -2.4218 1.4706 1.7969
18 C -3.7120 1.1482 1.7121
19 C -4.7217 2.0607 2.0153
20 C -4.4058 3.3368 2.4147
21 C -3.0527 3.7211 2.5015
22 H -1.3387 6.3188 -1.4071
23 H -1.7740 6.9149 0.9535
24 H -5.8721 5.7918 0.4859
25 H -5.4180 5.1103 -1.8610
26 H -0.8805 6.1768 3.3873
27 H 0.7815 4.4222 2.7787
28 H -3.9430 0.1375 1.4142
29 H -5.7489 1.7347 1.9431
30 H -5.1865 4.0381 2.6800
31 O -1.7202 -3.1236 -0.0308
32 S -1.3730 -2.4472 1.1782
33 O -2.2095 -1.0052 1.2337
34 O -0.0534 -1.5384 0.8603
35 O -0.3600 -0.2006 3.1378
36 C -0.9753 2.2349 -1.2057
37 Si 0.8534 1.9277 -1.2058
38 C 1.4643 1.2423 -2.8100
39 C 1.9274 3.2603 -0.5334
40 O 0.8579 0.5199 -0.0814
41 H -1.2736 2.5595 -2.2068
42 H -1.2614 3.0181 -0.5008
43 H -1.5898 1.3467 -1.0108
44 H 1.3260 2.0126 -3.5749
45 H 0.9036 0.3634 -3.1324
46 H 2.5301 1.0103 -2.8074
47 H 1.8103 4.1407 -1.1729
48 H 2.9833 2.9872 -0.5543
49 H 1.6571 3.5400 0.4834
50 C 2.6410 -6.5154 1.9757
51 C 2.6013 -5.1745 1.3137
52 C 1.8307 -4.9686 0.1675
53 C 1.8079 -3.7392 -0.4590
54 C 2.5924 -2.7055 0.0603
55 C 3.3716 -2.8821 1.2091
56 C 3.3597 -4.1110 1.8267
57 S 2.5450 -1.2367 -0.8383
58 C 4.2610 -0.7704 -0.9772
59 O 2.1542 0.0105 0.2169
60 H 1.7378 -7.0873 1.7730
61 H 2.7706 -6.4222 3.0526
62 H 3.4887 -7.0881 1.5916
63 H 1.2393 -5.7812 -0.2340
64 H 1.1946 -3.5804 -1.3377
65 H 3.9587 -2.0747 1.6260
66 H 3.9481 -4.2631 2.7222
67 H 4.7114 -0.6939 0.0094
68 H 4.3179 0.1736 -1.5111
69 H 4.7352 -1.5664 -1.5515